# 1
DFT (ωB97M-V/def2-TZVPD) results for 2 unconnected molecules or ions with the total composition C4H13N2O2 at a distorted geometry.

Output
LUMO (alpha / beta) = -2.9 / -8.8 eV
Multiplicity = 3
Energy above the lowest of the compared OMol25 structures with the same formula, charge and spin = 1.510 eV
Expectation value of S² = 2.010
Net charge = +1
HOMO level (alpha / beta) = -8.216 / -13.770 eV
HOMO-LUMO gap (alpha / beta) = 5.37 / 4.98 eV

Last column: Mulliken charge in e.
Positions of all 21 atoms, in Å:
C: 1.618 -1.899 1.099  -0.868
C: -1.378 -1.119 -1.150  -0.780
C: 0.066 2.650 -1.112  -0.609
C: -0.926 0.869 0.063  0.669
N: -1.400 0.380 1.192  -0.174
N: 1.461 -0.535 0.586  -0.254
O: -0.947 0.245 -1.067  -0.361
O: -0.469 2.075 0.089  -0.427
H: 2.617 -2.105 1.491  0.343
H: 0.898 -2.057 1.901  0.334
H: 1.420 -2.608 0.297  0.340
H: -1.368 -1.357 -2.214  0.226
H: -2.392 -1.238 -0.766  0.393
H: -0.672 -1.757 -0.618  0.247
H: 0.881 2.037 -1.494  0.278
H: 0.431 3.633 -0.822  0.251
H: -0.709 2.745 -1.872  0.292
H: -1.327 0.930 2.035  0.272
H: -1.677 -0.586 1.278  0.227
H: 2.080 -0.416 -0.213  0.291
H: 1.792 0.113 1.296  0.305

=====

# 2
DFT (ωB97M-V/def2-TZVPD) results for 2 unconnected molecules or ions with the total composition C4H13N2O3 at a distorted geometry.

Output
LUMO = 3.3 eV
Energy above the lowest of the compared OMol25 structures with the same formula, charge and spin = 0.425 eV
Net charge = -1
HOMO level = -2.953 eV
HOMO-LUMO gap = 6.26 eV

Last column: Mulliken charge in e.
Positions of all 22 atoms, in Å:
C: 0.336 -0.009 1.790  -0.753
N: 1.217 -0.917 2.517  -0.683
C: -0.166 -0.493 0.403  0.227
C: 0.918 -0.883 -0.571  -0.772
O: 1.221 -2.325 -0.551  -0.560
N: -0.894 0.632 -0.190  -0.146
C: -0.192 1.970 -0.554  -0.576
O: -0.913 3.004 -0.201  -0.886
H: 0.827 0.954 1.707  0.289
H: -0.579 0.163 2.359  0.404
H: 1.912 -1.390 1.940  0.272
H: 0.686 -1.683 2.914  0.278
H: -0.814 -1.336 0.652  0.194
H: 0.625 -0.666 -1.574  0.440
H: 1.902 -0.440 -0.403  0.241
H: 0.484 -2.746 -1.005  0.312
H: -1.851 0.724 0.115  0.253
H: 0.768 1.900 -0.020  0.194
H: 0.023 1.866 -1.642  0.301
H: -1.840 -0.069 -2.133  0.349
H: -1.724 1.311 -2.594  0.360
O: -1.945 0.432 -2.960  -0.739

=====

Number 1 is which compound?
C4H13N2O2

=====

Look up the energy above the lowest of the compared OMol25 structures with the same formula, charge and spin of the first one.
1.510 eV

=====

Look up the net charge of the second one.
-1

=====

What is the energy above the lowest of the compared OMol25 structures with the same formula, charge and spin in the first record?
1.510 eV